1.
An isolated ion of composition C6H9F2N2S2 and charge +1, computed with ωB97M-V/def2-TZVPD.

```
21
Properties=species:S:1:pos:R:3
C 1.300 -0.649 -0.187
S 3.092 -0.652 -0.186
H 1.004 1.608 1.548
C 0.798 0.806 -0.265
H -3.853 -1.949 -0.979
N 1.475 1.806 0.666
F 1.381 -2.917 0.078
N -1.476 1.900 -0.264
C -0.788 -2.097 -0.079
H 2.450 1.508 0.741
H 3.257 -1.826 -0.534
C -1.700 -1.150 -0.054
H 1.181 2.733 0.249
H -2.419 1.980 0.125
F -0.568 0.942 1.620
H 0.888 1.080 -1.257
H -1.496 1.968 -1.231
C -0.697 0.886 0.261
S -3.438 -0.995 0.001
H -1.029 -3.174 -0.222
C 0.638 -1.807 -0.032
```

Its net charge is +1. For the energy, the calculation gives -1339.2508 hartree. Its multiplicity is 1. The value obtained for the relative energy (zero: lowest compared OMol25 entry of this formula, charge and spin) is 2.167 eV.

Atom charges from the Löwdin analysis, given in e for atoms 1 to 2: -0.449 0.909

***

2.
C6H9F3N3 as an isolated structure, computed with ωB97M-V/def2-TZVPD.

```
21
Properties=species:S:1:pos:R:3
F -0.530 1.581 3.263
F -0.209 -0.387 2.503
H 2.598 -0.114 0.342
H 2.476 -2.086 -1.350
H 1.088 2.098 0.838
C -2.653 0.388 -0.785
N -0.734 1.230 0.408
H 1.859 -0.766 -2.348
N 1.599 -0.094 0.350
F 1.468 0.818 3.043
C -1.258 0.374 -0.336
C 0.259 0.810 2.528
H 1.069 -2.175 -2.158
H -3.408 0.641 -0.077
C 0.971 -0.785 -0.546
N -0.424 -0.714 -0.727
H -2.816 -0.585 -1.269
H -2.749 1.132 -1.543
C 1.665 -1.554 -1.610
C 0.402 1.306 1.068
H -0.674 -1.118 -1.593
```

Its net charge is +1. For the energy, the calculation gives -697.6241 hartree. Its multiplicity is 1. The value obtained for the relative energy (zero: lowest compared OMol25 entry of this formula, charge and spin) is 0.000 eV.

Atom charges from the Löwdin analysis, given in e for atoms 1 to 2: 0.198 0.220

***

HOMO level / eV: -11.733 -14.819
Strongest force on any atom / eV/Å: 4.30 3.78